Record 1
{"formula": "H24O12", "method": "ωB97M-V/def2-TZVPD", "species": ["O", "H", "H", "O", "H", "H", "O", "H", "H", "O", "H", "H", "O", "H", "H", "O", "H", "H", "O", "H", "H", "O", "H", "H", "O", "H", "H", "O", "H", "H", "O", "H", "H", "O", "H", "H"], "xyz": [[-1.5167, 1.9762, 0.3723], [-1.8097, 2.0902, -0.5117], [-2.2317, 2.3352, 0.8753], [3.0633, 2.4842, -1.5737], [3.0293, 1.5092, -1.5467], [2.2903, 2.9452, -1.9147], [-0.5007, -3.0968, 1.1313], [-1.1697, -3.0938, 0.4933], [-0.4167, -4.0548, 1.3353], [0.5313, -0.3718, -0.2597], [0.5103, 0.3202, -0.9197], [-0.3307, -0.3978, 0.0743], [-2.4357, -0.6268, 0.4003], [-3.2267, -0.7938, 0.9293], [-2.1447, 0.2432, 0.5023], [0.7823, 3.7682, 0.2533], [0.0743, 4.2342, 0.7693], [0.4443, 2.9372, -0.1627], [-2.7917, -3.0468, -0.7667], [-3.6417, -3.4118, -0.5357], [-2.7037, -2.1368, -0.4087], [0.1583, 1.6092, -2.2227], [-0.1907, 2.2412, -2.8967], [1.0113, 1.3762, -2.5057], [0.7743, 1.5532, 2.0703], [0.3563, 0.7832, 2.3753], [0.1113, 1.9022, 1.4693], [1.3693, -2.8188, -1.0047], [2.0813, -3.0618, -0.4767], [0.9343, -2.0168, -0.6047], [3.1863, -0.3128, -1.0207], [3.4363, -0.9518, -1.6277], [2.5073, -0.7998, -0.5707], [-0.7277, -0.7648, 2.8293], [-0.7807, -1.5128, 2.2233], [-0.0317, -1.0398, 3.4273]], "forces_ev_per_angstrom": [[0.33, -0.60, 0.57], [-0.12, 0.17, -1.65], [-0.65, 0.55, 0.92], [0.64, 0.21, -0.15], [-0.47, 0.42, 0.04], [0.02, -0.58, 0.25], [1.50, -1.09, 2.23], [-1.84, 0.01, -1.98], [0.13, 1.04, -0.10], [1.66, -0.21, -0.50], [-0.02, 0.20, -0.18], [-1.94, -0.23, 1.04], [-1.16, -2.88, -0.38], [0.37, 0.45, 0.17], [0.59, 2.56, 0.55], [-0.79, 0.26, -0.15], [0.84, -1.15, -0.94], [0.15, 1.29, 0.78], [0.73, 0.32, 0.03], [-0.34, 0.07, 0.19], [-0.34, -0.55, -0.50], [-2.50, 1.44, -0.22], [0.50, -0.83, 0.78], [2.01, -0.44, -0.82], [0.76, 1.77, -0.39], [-0.85, -1.96, 0.76], [0.35, 0.19, 0.04], [-2.00, 1.26, -1.60], [1.75, -0.67, 1.64], [0.56, -1.01, -0.38], [-0.19, 1.79, 1.15], [1.19, -1.75, -2.22], [-0.85, 0.14, 0.83], [-0.14, 0.14, 0.15], [-0.04, -0.38, -0.31], [0.16, 0.01, 0.33]], "smiles": "O.O.O.O.O.O.O.O.O.O.O.O", "spin_multiplicity": 1, "de_lowest_kcal_mol": 55.7, "charge": 0, "max_force_ha_per_bohr": 0.061, "e_tot_ev": -24959.277, "homo_energy_ev": -10.08}

***

Record 2
{"formula": "C5H8O", "method": "ωB97M-V/def2-TZVPD", "species": ["C", "C", "C", "O", "C", "C", "H", "H", "H", "H", "H", "H", "H", "H"], "xyz": [[1.8287, -1.0046, -1.2868], [-1.4039, 1.7264, 0.9653], [-1.1642, 0.4652, 0.5598], [-1.9067, -0.6060, 0.9228], [0.2047, 0.2192, 0.0364], [0.8677, -0.9447, -0.0889], [1.2757, -0.9426, -2.2244], [2.4946, -1.8654, -1.3070], [2.5021, -0.1578, -1.1502], [-2.1981, 1.9297, 1.6809], [-0.5822, 2.4309, 0.9779], [-2.6991, -0.3479, 1.3961], [0.3993, 0.9400, -0.7584], [0.3813, -1.8425, 0.2766]], "forces_ev_per_angstrom": [[0.58, -0.05, 1.43], [-0.16, -0.56, 0.73], [1.54, 1.09, 2.20], [0.16, -0.62, -0.78], [-1.21, -1.32, -1.89], [-1.30, 0.60, -1.56], [0.10, 0.03, 0.07], [-0.24, -0.25, 0.04], [-0.06, 0.19, -0.52], [-0.26, 0.10, -0.45], [-0.23, 0.11, -0.55], [-0.10, 0.30, 0.10], [0.68, 0.49, 0.68], [0.49, -0.10, 0.49]], "smiles": "C=C(O)/C=C/C", "spin_multiplicity": 1, "de_lowest_kcal_mol": 51.3, "charge": 0, "max_force_ha_per_bohr": 0.056, "e_tot_ev": -7360.029, "homo_energy_ev": -8.44}

***

Record 3
{"formula": "C23H23N4PdS5", "method": "ωB97M-V/def2-TZVPD", "species": ["Pd", "C", "C", "C", "C", "C", "C", "C", "N", "N", "C", "C", "C", "C", "C", "C", "N", "C", "C", "C", "C", "C", "C", "N", "H", "H", "H", "H", "H", "H", "H", "H", "H", "H", "H", "H", "H", "H", "H", "H", "H", "H", "H", "H", "C", "S", "C", "C", "S", "S", "C", "S", "S", "H", "H", "H"], "xyz": [[0.3182, 0.1350, -0.3659], [-0.6738, -1.2429, -2.9043], [-2.0866, -1.1364, -2.3719], [-2.4242, 0.2220, -1.8448], [-3.6959, 0.7383, -2.0418], [-3.9976, 2.0170, -1.6189], [-3.0046, 2.7786, -1.0157], [-1.7763, 2.2015, -0.8142], [-1.4851, 0.9446, -1.2085], [0.3331, -1.5223, -1.8741], [0.0891, -2.8018, -1.1622], [-0.7748, -2.6972, 0.0780], [-1.4293, -3.8136, 0.5747], [-2.1562, -3.6998, 1.7478], [-2.2241, -2.4659, 2.3805], [-1.5495, -1.4034, 1.8150], [-0.8283, -1.5241, 0.6891], [1.6910, -1.4764, -2.4279], [2.6757, -1.3936, -1.3171], [3.9246, -1.9752, -1.3992], [4.8095, -1.8276, -0.3411], [4.4083, -1.1158, 0.7804], [3.1495, -0.5564, 0.7934], [2.3022, -0.6780, -0.2404], [-0.3965, -0.3099, -3.3900], [-0.6464, -2.0317, -3.6616], [-2.2985, -1.8815, -1.6034], [-2.7576, -1.3551, -3.2001], [-4.4458, 0.1337, -2.5366], [-4.9865, 2.4300, -1.7738], [-3.1835, 3.8008, -0.7127], [-0.9796, 2.7508, -0.3377], [1.0500, -3.2069, -0.8459], [-0.3584, -3.5239, -1.8478], [-1.3645, -4.7604, 0.0479], [-2.6691, -4.5597, 2.1607], [-2.7907, -2.3312, 3.2925], [-1.5847, -0.4188, 2.2644], [1.7876, -0.5948, -3.0589], [1.8869, -2.3502, -3.0533], [4.2054, -2.5354, -2.2821], [5.7973, -2.2696, -0.3886], [5.0607, -0.9975, 1.6350], [2.7932, -0.0072, 1.6529], [-0.4949, 2.9490, 4.5642], [-0.3284, 4.5241, 3.7043], [0.8229, 4.4023, 2.4936], [1.2282, 3.2810, 1.5856], [0.6419, 1.7485, 1.5827], [2.4080, 3.7087, 0.4276], [2.5515, 5.4042, 0.8329], [3.5542, 6.3876, 0.1045], [1.5363, 5.8970, 2.1747], [-1.4147, 3.0530, 5.1388], [0.3514, 2.8422, 5.2405], [-0.5708, 2.1145, 3.8786]], "forces_ev_per_angstrom": [[1.26, -0.20, -1.78], [-0.04, -0.20, -0.29], [-0.09, -0.02, 0.05], [0.16, 0.08, 0.17], [-0.15, 0.14, -0.06], [-0.09, 0.08, -0.03], [-0.04, 0.05, -0.03], [-0.07, -0.11, -0.17], [0.46, -0.04, 1.02], [-0.37, 0.65, 0.72], [-0.03, 0.01, 0.07], [0.00, -0.05, 0.09], [0.00, -0.24, -0.11], [-0.01, -0.06, -0.03], [-0.03, 0.06, 0.07], [0.03, -0.22, -0.16], [-0.42, -0.10, 0.66], [0.07, -0.09, -0.16], [0.22, 0.16, 0.06], [0.21, -0.03, 0.10], [0.06, -0.03, -0.02], [0.09, -0.01, -0.02], [-0.11, -0.05, 0.00], [-0.90, 0.31, 0.48], [0.05, 0.03, -0.10], [0.11, -0.09, 0.03], [0.00, -0.09, -0.08], [-0.11, 0.01, 0.02], [0.07, 0.01, -0.01], [0.02, -0.04, 0.00], [0.00, -0.03, 0.02], [0.04, 0.01, -0.01], [0.09, -0.01, -0.07], [0.04, 0.00, -0.11], [-0.03, 0.07, 0.06], [0.02, 0.03, -0.03], [0.02, -0.02, -0.05], [0.01, 0.02, 0.01], [-0.07, 0.10, -0.08], [-0.02, -0.05, -0.05], [-0.04, 0.01, 0.03], [-0.05, 0.00, 0.01], [-0.03, 0.01, -0.03], [0.00, 0.00, -0.01], [-0.08, -0.16, -0.08], [-0.12, -0.16, 0.21], [0.02, 0.07, 0.14], [0.44, -0.21, -0.33], [-0.78, -0.17, 0.31], [-0.20, 0.05, 0.06], [0.14, 0.00, -0.30], [0.26, 0.40, -0.18], [0.03, 0.04, 0.01], [0.02, 0.05, 0.00], [0.01, 0.01, -0.02], [-0.04, -0.01, 0.02]], "spin_multiplicity": 1, "de_lowest_kcal_mol": 14.9, "charge": 3, "max_force_ha_per_bohr": 0.043, "e_tot_ev": -87814.175, "homo_energy_ev": [-16.77, -16.78]}

***

Record 4
{"formula": "C5H13N", "method": "ωB97M-V/def2-TZVPD", "species": ["C", "C", "C", "C", "C", "N", "H", "H", "H", "H", "H", "H", "H", "H", "H", "H", "H", "H", "H"], "xyz": [[-1.1633, -1.8289, 0.9779], [-0.2295, -0.7277, 0.5073], [-0.6617, 0.1713, -0.6356], [0.1453, 1.3254, -1.1621], [1.7032, 1.1084, -1.1317], [0.2086, 0.1820, 1.6195], [-1.9307, -2.0301, 0.2246], [-0.7470, -2.8251, 1.1169], [-1.7079, -1.5070, 1.8608], [0.7200, -1.1833, 0.2204], [-0.8525, -0.5011, -1.4988], [-1.6782, 0.4804, -0.4003], [-0.0957, 1.7750, -2.1194], [0.0396, 2.1622, -0.4468], [2.1691, 1.6231, -0.3086], [1.8620, 0.0236, -1.0814], [2.1484, 1.3882, -2.0819], [0.6564, -0.3281, 2.3662], [-0.5862, 0.6917, 1.9730]], "forces_ev_per_angstrom": [[-1.31, -0.02, -1.00], [2.58, 1.06, 1.24], [-2.03, -1.64, -1.75], [2.31, 1.77, 2.09], [-1.13, -1.19, -0.90], [-0.08, -0.28, -0.79], [-0.15, 0.19, -0.13], [0.57, 0.27, 0.37], [0.04, -0.10, 0.22], [-0.03, -0.21, -0.20], [0.13, -0.01, 0.30], [-0.27, 0.48, 0.10], [-0.72, -0.66, -0.22], [-0.36, -0.18, -0.29], [0.20, -0.05, 0.22], [0.40, 0.25, 0.30], [0.14, 0.36, -0.01], [-0.16, -0.06, 0.16], [-0.15, 0.04, 0.30]], "smiles": "CCC[C@H](C)N", "spin_multiplicity": 1, "de_lowest_kcal_mol": 19.4, "charge": 0, "max_force_ha_per_bohr": 0.070, "e_tot_ev": -6885.356, "homo_energy_ev": -9.21}